44
Properties=species:S:1:pos:R:3 method="wB97M-V/def2-TZVPD" charge=-1 e_homo_ev=-4.48 energy_ha=-945.87141 lumo_energy_ev=3.3
H 0.040 2.942 -0.558
H -0.581 -1.529 -0.317
H -0.468 2.315 -3.482
C 1.992 -2.868 4.507
H -0.486 4.981 -2.272
H -1.203 -3.412 5.447
O 2.729 -0.925 -1.192
C 0.382 -1.774 3.135
H 3.016 -3.109 4.765
F -2.228 -0.057 -1.790
C -1.266 1.007 0.807
C -1.108 4.296 -2.856
N 0.138 0.645 0.730
H -1.322 -2.252 -3.828
C -1.099 -0.786 -2.236
H -1.208 -2.956 -2.215
C -0.748 2.829 -2.557
O 2.528 -0.467 1.010
C 0.937 -3.371 5.257
H -1.889 0.123 0.661
H 1.147 3.446 -1.807
C 0.402 2.678 -1.556
C 2.146 -0.485 -0.185
H -2.149 4.522 -2.613
H 2.189 1.536 -1.335
H 2.480 -1.627 2.786
H -0.962 4.546 -3.910
C -0.087 -0.972 -1.125
H -1.469 1.378 1.816
H 1.107 -4.012 6.114
H 0.155 -1.113 2.305
C 1.714 -2.059 3.419
N -0.643 -2.249 3.846
H 0.658 -1.647 -1.559
H 0.715 1.368 1.140
C -1.609 -2.114 -2.784
H 1.139 0.924 -2.555
H -1.629 2.321 -2.170
H -2.698 -2.135 -2.721
H -0.670 -0.186 -3.042
C -0.354 -3.035 4.884
H -1.614 1.766 0.096
C 1.135 1.326 -1.537
C 0.743 0.192 -0.521

=====

9
Properties=species:S:1:pos:R:3 method="wB97M-V/def2-TZVPD" charge=0 e_homo_ev=-10.01 smiles=N#Cn1onc1N relative_energy_ev=3.638 energy_ha=-371.48665 lumo_energy_ev=0.3
N -1.934 2.165 -0.048
N 1.557 -0.010 -0.153
C 0.370 -0.651 -0.032
N -0.933 -0.040 -0.013
H 1.544 0.904 -0.264
C -1.408 1.164 -0.049
O -1.488 -1.353 0.099
N -0.130 -1.874 0.013
H 2.421 -0.305 0.449

=====

For reference, orbital gap by record: 7.74 10.30 eV.